DFT (wB97M-V/def2-TZVPD) results for C41H68AsI2N8OSi6TeZn as an isolated structure.

Properties
HOMO-LUMO gap: 5.9016 eV
Energy relative to the best compared isomer or geometry (same formula, charge and spin): 0.108 eV
Net charge: -1
LUMO: 1.60 eV
E_HOMO: -4.306 eV

Positions of all 129 atoms, in Å:
Zn  1.4272  0.0486  -1.1589
I  4.5376  -3.4891  -2.4778
C  5.1327  -2.2903  -0.8799
C  6.3488  -2.5569  -0.2460
C  6.7658  -1.8082  0.8219
I  8.6037  -2.2894  1.7092
C  5.9636  -0.7467  1.3066
C  6.3032  0.0750  2.4058
C  5.4592  1.0710  2.8022
C  4.2522  1.2483  2.1003
N  3.8998  0.5077  1.0845
C  4.7259  -0.4758  0.6622
C  4.2724  -1.2545  -0.4881
O  3.1699  -1.0266  -1.0758
H  6.9610  -3.3709  -0.6101
H  7.2386  -0.0950  2.9229
H  5.7033  1.7143  3.6377
H  3.5607  2.0345  2.3936
C  -3.3950  5.4015  -1.3105
C  -4.2367  4.6454  -0.2877
C  -3.6454  4.7845  1.1134
C  -4.4340  3.1901  -0.7117
N  -3.1889  2.4554  -0.8700
C  -2.3160  1.9958  0.0331
N  -1.3721  1.3327  -0.5862
N  -1.6898  1.3857  -1.8968
N  -2.7744  2.0445  -2.0769
H  -3.3212  6.4565  -1.0425
H  -3.8190  5.3305  -2.3136
H  -2.3819  4.9978  -1.3510
H  -5.2456  5.0718  -0.2766
H  -2.5802  4.5434  1.1143
H  -4.1510  4.1396  1.8360
H  -3.7386  5.8140  1.4612
H  -4.9111  3.1503  -1.6900
H  -5.0623  2.6453  -0.0048
H  -2.3991  2.1354  1.0971
C  2.3599  5.5360  -2.3164
Si  1.1359  4.1338  -2.0022
C  -0.1846  4.3403  -3.3345
C  0.3536  4.5373  -0.3257
As  2.3822  2.1849  -1.8741
Si  2.4273  1.6335  -4.1423
C  3.0909  3.0520  -5.1999
C  0.7699  1.1162  -4.8603
C  3.6204  0.1946  -4.3100
H  1.8521  6.5060  -2.3058
H  2.8474  5.4163  -3.2863
H  3.1417  5.5456  -1.5543
H  -0.6457  5.3304  -3.2522
H  -0.9679  3.5838  -3.2912
H  0.2768  4.2759  -4.3225
H  -0.1008  5.5332  -0.3348
H  1.1235  4.5268  0.4508
H  -0.4113  3.8093  -0.0482
H  2.4071  3.9028  -5.2333
H  3.2377  2.7020  -6.2264
H  4.0519  3.4054  -4.8199
H  0.0337  1.9191  -4.7899
H  0.3688  0.2578  -4.3157
H  0.8771  0.8372  -5.9138
H  4.5992  0.4523  -3.8990
H  3.7480  -0.0950  -5.3573
H  3.2563  -0.6743  -3.7563
C  -0.3932  -5.9470  -1.1458
Si  -1.9090  -5.1408  -1.9111
C  -1.7739  -5.3176  -3.7809
C  -3.4180  -6.1128  -1.3179
Si  -2.0230  -2.8587  -1.3908
Te  0.2554  -2.1770  -2.0886
Si  -3.7520  -1.9217  -2.6642
C  -4.5621  -0.5003  -1.7163
C  -5.1435  -3.1549  -3.0040
C  -3.0636  -1.3142  -4.2964
Si  -2.4577  -2.6233  0.8917
C  -4.1713  -3.2769  1.3483
C  -2.4095  -0.8177  1.4260
C  -1.1859  -3.6078  1.8747
H  -0.2853  -6.9723  -1.5118
H  -0.4658  -5.9817  -0.0565
H  0.5088  -5.3877  -1.4006
H  -1.6510  -6.3653  -4.0698
H  -0.9050  -4.7590  -4.1364
H  -2.6558  -4.9255  -4.2928
H  -3.3339  -7.1605  -1.6217
H  -4.3500  -5.7161  -1.7247
H  -3.4892  -6.0899  -0.2278
H  -5.1692  -0.8879  -0.8939
H  -5.2067  0.0980  -2.3674
H  -3.7980  0.1479  -1.2871
H  -5.5636  -3.5401  -2.0714
H  -4.7990  -4.0073  -3.5930
H  -5.9505  -2.6678  -3.5597
H  -2.2492  -0.6082  -4.1256
H  -3.8328  -0.8275  -4.9029
H  -2.6529  -2.1529  -4.8642
H  -4.9542  -2.7249  0.8225
H  -4.3496  -3.1678  2.4222
H  -4.2814  -4.3325  1.0935
H  -3.2887  -0.2990  1.0335
H  -1.5277  -0.3133  1.0304
H  -2.4150  -0.7217  2.5159
H  -1.3760  -4.6789  1.7733
H  -1.2216  -3.3556  2.9389
H  -0.1777  -3.4165  1.5019
N  2.1770  -1.2219  5.7970
C  2.1531  -0.9212  7.1406
C  2.6487  -1.5759  8.2630
C  2.4310  -0.9657  9.4831
C  1.7436  0.2548  9.5814
C  1.2575  0.8991  8.4617
C  1.4692  0.3006  7.2203
N  1.1014  0.7256  5.9564
C  1.5386  -0.1982  5.1453
C  1.3888  -0.1705  3.6851
C  1.6138  -1.2936  2.8992
C  1.4862  -1.1864  1.5259
N  1.1572  -0.0438  0.9356
C  0.9312  1.0354  1.6806
C  1.0249  1.0169  3.0573
H  2.6462  -1.9961  5.3623
H  3.1794  -2.5162  8.1893
H  2.7989  -1.4384  10.3844
H  1.5957  0.6962  10.5585
H  0.7289  1.8405  8.5305
H  1.8723  -2.2547  3.3245
H  1.6577  -2.0266  0.8612
H  0.6876  1.9402  1.1356
H  0.8446  1.9054  3.6455



DFT (wB97M-V/def2-TZVPD) results for one molecule with the formula C3H7PS.

Properties
2S+1: 3
HOMO-LUMO gap (spin up / spin down): 9.6702 / 6.9044 eV
Energy relative to the best compared isomer or geometry (same formula, charge and spin): 0.961 eV
Net charge: 0
LUMO (spin up / spin down): 0.90 / -2.10 eV
E_HOMO (spin up / spin down): -8.770 / -9.004 eV

Positions of all 12 atoms, in Å:
C  0.2095  0.0123  0.3264
C  -1.2984  0.3391  0.2203
C  0.9273  0.2083  -1.0473
P  0.2678  -1.9103  0.5302
S  1.0405  1.3314  1.5194
H  -1.7641  0.0568  1.1529
H  -1.8157  -0.2695  -0.4864
H  -1.6390  1.3639  -0.1427
H  0.4418  1.1033  -1.4754
H  0.8799  -0.6210  -1.7145
H  1.9751  0.4184  -0.7460
H  0.7753  -2.0326  1.8631



DFT (wB97M-V/def2-TZVPD) results for a 2-piece molecular cluster, H5N3 overall.

Properties
HOMO-LUMO gap: 9.9620 eV
Energy relative to the best compared isomer or geometry (same formula, charge and spin): 2.301 eV
Net charge: 0
LUMO: 1.14 eV
E_HOMO: -8.824 eV

Positions of all 8 atoms, in Å:
N  1.2173  0.0568  0.1981
N  -0.9658  0.1013  0.3282
N  0.1339  -0.7281  0.1225
H  1.1074  1.0824  -0.1856
H  1.4298  -0.0152  1.2304
H  -1.7642  -0.3061  0.6435
H  -1.3177  0.8469  -0.3622
H  0.0823  -1.3737  -1.1425



DFT (wB97M-V/def2-TZVPD) results for one molecule with the formula C4H9N3O.

Properties
HOMO-LUMO gap (spin up / spin down): 7.5748 / 7.7782 eV
Energy relative to the best compared isomer or geometry (same formula, charge and spin): 5.797 eV
Net charge: 0
LUMO (spin up / spin down): -0.95 / -1.17 eV
E_HOMO (spin up / spin down): -8.523 / -8.948 eV

Positions of all 17 atoms, in Å:
C  1.1805  -0.8285  1.4799
C  1.2287  -0.9118  -0.9994
N  0.6866  -0.3091  0.2125
C  0.2012  1.0723  0.1295
N  0.8223  2.0855  0.1252
H  0.8594  -1.8696  1.5487
H  0.9270  -1.9606  -1.0101
H  2.2701  -0.7868  1.5216
H  0.7428  -0.2650  2.3004
H  0.8073  -0.4155  -1.8700
H  2.3174  -0.8374  -1.0128
N  -2.1798  1.0703  -1.1198
C  -1.5402  0.6174  0.0649
O  -1.3217  -0.6953  0.1702
H  -1.9266  2.0187  -1.3645
H  -3.1754  0.8992  -1.1526
H  -1.8996  1.1161  0.9763



DFT (wB97M-V/def2-TZVPD) results for a 3-piece molecular cluster, C4H15NO2 overall.

Properties
HOMO-LUMO gap: 9.5732 eV
Energy relative to the best compared isomer or geometry (same formula, charge and spin): 1.239 eV
Net charge: 0
LUMO: 0.61 eV
SMILES: CCCNC.O.O
E_HOMO: -8.964 eV

Positions of all 22 atoms, in Å:
C  2.1629  1.3441  0.4824
C  1.9433  0.1963  -0.5087
C  0.6758  -0.5630  -0.1373
N  -0.6152  0.0312  -0.3927
C  -1.7293  -0.8559  -0.4336
H  2.3681  1.0453  1.5055
H  3.0237  1.9292  0.1135
H  1.3396  2.0644  0.4128
H  1.8750  0.5185  -1.5515
H  2.7479  -0.5272  -0.3447
H  0.6746  -1.5857  -0.5422
H  0.7380  -0.7648  0.9553
H  -0.8138  0.7723  0.2666
H  -1.7727  -1.5720  -1.2625
H  -1.9156  -1.4818  0.4585
H  -2.6525  -0.2905  -0.6331
O  -0.9451  0.7758  -3.1679
H  -0.7610  0.9031  -2.2120
H  -1.1758  -0.1415  -3.1918
O  -1.6543  -0.3521  3.1894
H  -2.4927  -0.8094  3.1783
H  -1.0210  -0.6362  3.8158



DFT (wB97M-V/def2-TZVPD) results for one molecule with the formula Cl2H2OSi.

Properties
2S+1: 3
HOMO-LUMO gap (spin up / spin down): 4.3896 / 5.1798 eV
Energy relative to the best compared isomer or geometry (same formula, charge and spin): 0.251 eV
Net charge: 0
LUMO (spin up / spin down): 0.45 / -6.25 eV
E_HOMO (spin up / spin down): -3.935 / -11.426 eV

Positions of all 6 atoms, in Å:
O  -0.3774  -0.9478  0.7812
Si  -0.0859  0.2053  -0.3448
Cl  1.8514  0.7673  -0.2648
Cl  -0.4160  -0.6527  -2.0867
H  -0.1566  -0.6453  1.6422
H  -0.8155  1.2731  0.2729



DFT (wB97M-V/def2-TZVPD) results for C26H28BrN4O2SSr as an isolated structure.

Properties
HOMO-LUMO gap: 6.7863 eV
Net charge: +1
LUMO: -3.51 eV
E_HOMO: -10.292 eV

Positions of all 63 atoms, in Å:
Sr  -0.2551  -1.2963  -0.5822
C  -1.4720  -4.5161  0.2468
C  -1.2606  -3.5033  -0.8319
C  -2.2303  -2.5731  -1.1488
C  -2.0385  -1.6734  -2.1744
C  -0.8675  -1.6944  -2.9002
C  0.1178  -2.6043  -2.5775
C  -0.0808  -3.4990  -1.5513
H  -0.6272  -4.5394  0.9406
H  -1.5596  -5.5131  -0.1919
H  -2.3838  -4.3150  0.8075
H  -3.1565  -2.5593  -0.5942
H  -2.8143  -0.9634  -2.4159
H  -0.7299  -1.0218  -3.7357
H  1.0397  -2.6327  -3.1394
H  0.6900  -4.2160  -1.3080
O  4.8680  1.3837  -1.1502
C  5.0425  0.4174  -0.2042
C  6.3378  0.2243  0.2656
C  6.5998  -0.7218  1.2342
C  5.5716  -1.5213  1.7065
C  4.2878  -1.3405  1.2315
C  3.9946  -0.3558  0.3001
C  2.5635  -0.1765  -0.1818
O  1.6758  -1.1173  0.2579
N  2.0860  1.1384  0.2801
N  0.8320  1.4429  -0.0518
C  0.4519  2.6699  -0.0159
C  -0.8807  3.1423  -0.2489
Br  -2.2815  1.8077  -0.1569
C  -1.2482  4.4205  -0.4644
C  -0.3612  5.5561  -0.6411
C  -0.7721  6.8051  -0.1633
C  0.0371  7.9149  -0.2985
C  1.2606  7.8066  -0.9392
C  1.6660  6.5822  -1.4453
C  0.8654  5.4652  -1.3034
H  4.0481  1.2490  -1.6369
H  7.1222  0.8317  -0.1510
H  7.6036  -0.8513  1.6056
H  5.7735  -2.2826  2.4411
H  3.4775  -1.9854  1.5317
H  2.5602  -0.1624  -1.3125
H  2.7653  1.9080  0.2704
H  1.1583  3.4582  0.2770
H  -2.3051  4.6444  -0.5055
H  -1.7160  6.8919  0.3509
H  -0.2864  8.8690  0.0879
H  1.8937  8.6732  -1.0477
H  2.6083  6.5031  -1.9639
H  1.1577  4.5293  -1.7548
S  -1.2475  -1.0754  2.1613
C  0.0150  -1.5026  3.1924
N  -0.1662  -2.1443  4.3477
C  1.0957  -2.5351  4.9452
C  2.0999  -1.7010  4.1222
N  1.2982  -1.2225  3.0007
H  -1.0705  -2.4205  4.6847
H  1.2505  -3.6131  4.8183
H  1.1227  -2.3051  6.0103
H  2.9590  -2.2839  3.7885
H  2.4550  -0.8380  4.6920
H  1.6330  -0.9952  2.0454



DFT (wB97M-V/def2-TZVPD) results for C53H50CsN7OSSbSeSiTe as an isolated structure.

Properties
HOMO-LUMO gap: 4.6669 eV
Energy relative to the best compared isomer or geometry (same formula, charge and spin): 1.582 eV
Net charge: -1
LUMO: 1.85 eV
E_HOMO: -2.813 eV

Positions of all 117 atoms, in Å:
Cs  -1.4159  -0.4107  1.3027
C  -0.0403  3.2252  4.9190
Si  -1.2322  2.3211  3.7605
C  -0.8483  3.0004  2.0350
C  -2.9746  2.9222  4.1716
N  -1.0165  0.6463  3.7127
C  -1.1366  -0.2517  4.7169
C  -1.5677  0.0573  6.0377
C  -1.6634  -0.8809  7.0494
C  -1.3224  -2.2084  6.8224
C  -0.8921  -2.5631  5.5494
C  -0.8214  -1.6310  4.5326
O  -0.3319  -2.0237  3.2771
C  -0.8074  -3.1693  2.6848
C  0.0500  -3.7921  1.7860
C  -0.3788  -4.9197  1.1056
C  -1.6564  -5.4235  1.3046
C  -2.5094  -4.7810  2.1913
C  -2.0962  -3.6517  2.8834
H  -0.1873  4.3089  4.8719
H  0.9964  3.0167  4.6332
H  -0.1667  2.9134  5.9599
H  -0.9272  4.0927  2.0783
H  -1.5297  2.6655  1.2457
H  0.1722  2.7547  1.7226
H  -3.0393  4.0122  4.0952
H  -3.2851  2.6383  5.1811
H  -3.6989  2.4963  3.4709
H  -1.8373  1.0873  6.2458
H  -2.0081  -0.5692  8.0294
H  -1.3871  -2.9500  7.6075
H  -0.6121  -3.5872  5.3301
H  1.0352  -3.3724  1.6195
H  0.2908  -5.4005  0.4041
H  -1.9914  -6.2954  0.7567
H  -3.5172  -5.1459  2.3348
H  -2.7618  -3.1515  3.5744
C  4.4351  -1.8870  -3.0750
N  4.7124  -1.4701  -1.7160
C  5.9470  -1.1102  -1.2018
C  5.7603  -0.7597  0.0786
N  4.4019  -0.8915  0.3457
C  3.7406  -1.3610  -0.7651
S  2.1339  -1.7654  -0.9516
C  3.7977  -0.6024  1.6045
C  4.3853  -1.0866  2.7608
C  3.7809  -0.7759  3.9708
C  2.6106  -0.0441  3.9616
C  2.0961  0.3651  2.7373
N  2.6907  0.1159  1.5730
H  5.3794  -2.0740  -3.5820
H  3.8759  -1.1137  -3.6019
H  3.8301  -2.7906  -3.0583
H  6.8402  -1.1188  -1.8008
H  6.4487  -0.3876  0.8153
H  5.2735  -1.7021  2.7087
H  4.2031  -1.1368  4.8999
H  2.0617  0.1756  4.8687
H  1.1319  0.8597  2.7237
Se  -4.4108  -3.5119  -0.4110
N  -5.6529  -2.2869  -0.9851
C  -5.0329  -1.1068  -1.0573
C  -5.6342  0.1503  -1.2663
C  -4.8311  1.2810  -1.4186
C  -3.4564  1.1801  -1.4071
N  -2.8402  -0.0146  -1.2103
C  -3.5919  -1.0667  -0.9955
N  -2.9846  -2.3018  -0.7199
H  -6.7130  0.2164  -1.3294
H  -5.2890  2.2514  -1.5720
H  -2.8177  2.0413  -1.5690
Te  -1.2294  -2.5520  -1.7758
C  -1.6198  -4.4528  -2.5914
C  -2.8433  -4.7338  -3.1968
C  -3.0821  -5.9914  -3.7346
C  -2.0949  -6.9684  -3.6993
C  -0.8679  -6.6872  -3.1128
C  -0.6376  -5.4398  -2.5477
H  -3.6131  -3.9721  -3.2378
H  -4.0433  -6.2057  -4.1851
H  -2.2826  -7.9464  -4.1254
H  -0.0931  -7.4439  -3.0816
H  0.3141  -5.2276  -2.0728
C  -1.6977  6.8080  -2.5456
C  -1.1824  6.5259  -1.2872
C  -0.6232  5.2812  -1.0288
C  -0.5574  4.3059  -2.0255
C  -1.0868  4.5968  -3.2810
C  -1.6533  5.8401  -3.5399
Sb  0.3135  2.3988  -1.5475
C  0.3112  1.6237  -3.5446
C  -0.5924  0.6066  -3.8461
C  -0.6176  0.0421  -5.1167
C  0.2591  0.4890  -6.0943
C  1.1635  1.5038  -5.8021
C  1.1898  2.0673  -4.5330
C  2.3437  3.1038  -1.6286
C  3.3430  2.2420  -1.1763
C  4.6801  2.6153  -1.2380
C  5.0344  3.8608  -1.7411
C  4.0481  4.7313  -2.1801
C  2.7111  4.3543  -2.1245
H  -2.1396  7.7760  -2.7473
H  -1.2216  7.2732  -0.5033
H  -0.2352  5.0699  -0.0375
H  -1.0603  3.8496  -4.0652
H  -2.0621  6.0507  -4.5207
H  -1.2786  0.2391  -3.0909
H  -1.3207  -0.7537  -5.3313
H  0.2417  0.0461  -7.0828
H  1.8527  1.8538  -6.5620
H  1.9055  2.8507  -4.3116
H  3.0687  1.2789  -0.7517
H  5.4449  1.9362  -0.8880
H  6.0766  4.1538  -1.7840
H  4.3169  5.7069  -2.5673
H  1.9509  5.0432  -2.4728